(1)
The ion C2H4N with charge +1, computed with the ωB97M-V functional and the def2-TZVPD basis.

Values from the calculation:
E_tot = -3619.476 eV
strongest force on any atom = 0.0689 Eh/bohr
HOMO = -0.665 Ha
structure (SMILES) = C=[N+]=C
orbital gap = 11.92 eV
total charge = +1
energy relative to the best compared isomer or geometry (same formula, charge and spin) = 4.8 kJ/mol

XYZ file:
```
7
C2H4N the ωB97M-V functional and the def2-TZVPD basis
C 1.297 -0.008 0.017
N 0.031 0.075 -0.067
C -1.272 -0.001 -0.065
H 1.760 0.113 0.937
H 1.897 -0.159 -0.828
H -1.782 -0.944 -0.105
H -1.931 0.925 0.112
```

natural (NBO) population analysis, charges in e, atoms 1 to 6: number 1, C, carries 0.12; number 2, N, carries -0.24; number 3, C, carries 0.10; number 4, H, carries 0.24; number 5, H, carries 0.25; number 6, H, carries 0.26

***

(2)
A structure of composition C4H18CaN8O6, computed with the ωB97M-V functional and the def2-TZVPD basis.

Values from the calculation:
2S+1 = 2
E_tot = -47082.826 eV
strongest force on any atom = 0.1277 Eh/bohr
HOMO (alpha / beta) = -0.416 / -0.387 Ha
expectation value of S² = 0.76
orbital gap (alpha / beta) = 8.89 / 5.83 eV
total charge = +1
energy relative to the best compared isomer or geometry (same formula, charge and spin) = 15.1 kJ/mol

XYZ file:
```
37
C4H18CaN8O6 the ωB97M-V functional and the def2-TZVPD basis
Ca 14.706 -7.646 1.290
O 13.820 -9.563 0.906
H 14.273 -10.403 1.116
O 13.166 -7.242 -0.410
H 13.503 -6.656 -1.115
C 17.552 -8.127 2.825
O 16.758 -7.349 2.362
N 18.200 -7.898 3.962
N 18.034 -9.164 2.271
H 18.869 -8.607 4.226
H 17.756 -7.228 4.574
H 17.742 -9.359 1.324
H 18.473 -9.907 2.796
C 14.366 -9.033 4.465
O 14.167 -8.083 3.694
N 15.078 -10.104 4.270
N 14.032 -8.928 5.704
H 15.701 -10.291 3.497
H 15.310 -10.681 5.066
H 14.285 -9.560 6.450
H 13.707 -7.989 5.882
C 17.249 -6.254 -0.823
O 16.316 -6.739 -0.198
N 17.207 -5.013 -1.297
N 18.453 -6.866 -0.883
H 16.274 -4.672 -1.477
H 18.107 -4.679 -1.613
H 19.228 -6.390 -1.322
H 18.599 -7.689 -0.315
C 14.248 -4.534 2.827
O 14.523 -5.481 2.058
N 13.986 -4.618 4.073
N 14.039 -3.296 2.480
H 14.208 -5.513 4.485
H 13.985 -3.776 4.631
H 13.980 -3.022 1.510
H 13.776 -2.772 3.302
```

natural (NBO) population analysis, charges in e, atoms 1 to 6: number 1, Ca, carries 1.82; number 2, O, carries -1.24; number 3, H, carries 0.43; number 4, O, carries -0.52; number 5, H, carries 0.43; number 6, C, carries 0.76

***

(3)
A cluster of 6 separate species, C4H20N2O6S in total, computed with the ωB97M-V functional and the def2-TZVPD basis.

Values from the calculation:
E_tot = -30571.845 eV
strongest force on any atom = 0.0961 Eh/bohr
HOMO = -0.323 Ha
structure (SMILES) = NCNC(=O)CCS.O.O.O.O.O
orbital gap = 8.79 eV
total charge = 0
energy relative to the best compared isomer or geometry (same formula, charge and spin) = 261.0 kJ/mol

XYZ file:
```
33
C4H20N2O6S the ωB97M-V functional and the def2-TZVPD basis
N -1.506 0.214 2.427
C -0.593 -0.493 1.497
N -0.158 0.407 0.391
C 0.510 0.055 -0.764
O 0.192 0.683 -1.759
C 1.701 -0.901 -0.573
C 2.887 -0.260 0.103
S 3.992 0.651 -1.028
H -2.461 -0.110 2.378
H -1.424 1.204 2.214
H -1.057 -1.339 1.023
H 0.284 -0.481 2.140
H -0.842 1.169 0.355
H 1.277 -1.776 -0.077
H 1.969 -1.323 -1.582
H 3.317 -0.919 0.776
H 2.461 0.656 0.712
H 3.041 1.401 -1.633
O -0.648 2.818 1.247
H 0.327 3.030 1.238
H -0.893 3.385 0.495
O -3.124 -2.680 0.588
H -3.640 -3.234 0.019
H -2.337 -3.061 1.000
O -1.481 3.605 -1.174
H -2.249 3.049 -1.323
H -0.896 3.055 -1.751
O -0.830 -3.901 0.780
H -0.987 -4.735 0.279
H -0.060 -3.546 0.340
O -2.767 -0.408 -0.916
H -2.814 -1.011 -1.655
H -2.904 -0.894 -0.081
```

natural (NBO) population analysis, charges in e, atoms 1 to 6: number 1, N, carries -0.86; number 2, C, carries -0.08; number 3, N, carries -0.67; number 4, C, carries 0.69; number 5, O, carries -0.64; number 6, C, carries -0.52